Entry 1:
60
Properties=species:S:1:pos:R:3:forces:R:3 method="wB97M-V/def2-TZVPD" homo_energy_ev=-5.05 multiplicity=1 orbital_gap_ev=2.77 relative_energy_kcal_mol=130.5 e_tot_ev=-38582.61768
C 6.3243 -1.3169 -1.3583 -0.5 -0.2 -0.3
O 5.3701 -1.9868 -2.2134 -0.1 0.3 0.4
C 4.0490 -1.6947 -2.0776 -0.6 0.5 0.2
C 3.1614 -2.3923 -2.9381 0.6 0.3 0.5
C 1.8098 -2.1318 -2.8907 -0.3 0.5 0.3
C 1.2832 -1.1361 -2.0343 1.2 -0.4 0.2
C -0.1307 -0.8238 -2.1026 -0.8 1.0 -0.2
C -0.6554 0.4250 -2.0560 0.9 -1.3 -0.7
C -2.1238 0.7169 -2.0572 -0.6 0.2 0.0
N -2.9929 -0.5010 -1.9434 0.6 0.0 0.0
C -3.2466 -1.0181 -0.7179 0.1 0.2 -0.3
C -3.9242 -2.2204 -0.6045 -0.1 0.0 0.0
C -4.3265 -2.9053 -1.7555 0.3 0.5 0.0
C -4.0157 -2.3610 -3.0073 0.1 0.3 0.0
C -3.3428 -1.1511 -3.0768 -0.1 -0.1 0.4
C 0.1995 1.6599 -2.2737 0.9 0.7 -0.5
C 0.0064 2.7944 -1.2931 0.0 0.1 0.1
O 0.9645 1.7803 -3.2266 -1.3 -0.6 1.3
C 2.1597 -0.4968 -1.1311 -0.4 -0.1 -0.5
C 3.5260 -0.7500 -1.1524 0.5 -0.6 -0.5
H 7.2847 -1.7505 -1.6373 -0.1 0.1 0.1
H 6.3298 -0.2350 -1.5518 0.0 -0.3 0.1
H 6.1141 -1.5166 -0.2968 0.0 0.1 -0.3
H 3.5801 -3.1261 -3.6214 -0.1 0.1 0.1
H 1.1226 -2.6646 -3.5480 0.2 0.1 0.1
H -0.8026 -1.6613 -2.2985 0.0 0.0 0.4
H -2.3835 1.3879 -1.2287 -0.1 -0.2 -0.1
H -2.3984 1.2202 -2.9957 -0.1 -0.1 0.3
H -2.8839 -0.4303 0.1301 -0.1 -0.3 -0.1
H -4.1248 -2.5978 0.3954 0.0 0.0 -0.3
H -4.8714 -3.8445 -1.6822 0.2 0.2 0.0
H -4.2803 -2.8480 -3.9406 0.0 0.0 0.2
H -3.0547 -0.6603 -4.0087 -0.1 -0.3 0.3
H -0.6955 2.5581 -0.4834 0.2 0.1 -0.1
H 0.9819 3.0301 -0.8451 -0.3 0.0 -0.1
H -0.3436 3.6804 -1.8414 0.1 -0.2 0.2
H 1.7500 0.2058 -0.4013 0.2 -0.2 -0.2
H 4.1912 -0.2172 -0.4668 -0.3 -0.3 -0.2
C -2.5301 4.8092 2.0533 -0.1 0.3 0.2
C -2.4626 3.3186 2.2943 0.5 0.2 0.1
O -1.1220 2.9918 2.7031 -1.2 0.6 -0.5
C -0.9978 1.6610 3.0023 2.0 -1.3 0.7
C 0.3620 1.3143 3.3376 -1.6 1.0 -0.5
C 0.7537 0.0205 3.7000 0.2 -1.0 0.2
C -0.2018 -1.0318 3.9050 0.5 -0.5 -0.1
C 0.2435 -2.3252 4.1651 0.3 1.4 -0.2
N 1.5388 -2.6352 4.2561 0.4 -1.1 0.1
C 2.4602 -1.6748 4.1194 -0.8 0.8 -0.1
C 2.1338 -0.3421 3.8713 -0.4 -0.6 0.0
O -1.9890 0.9188 2.9427 -0.3 0.3 -0.4
H -3.4227 5.0558 1.4712 0.1 0.0 0.0
H -2.6098 5.3398 3.0088 0.2 0.0 -0.2
H -1.6476 5.1750 1.5175 -0.1 -0.1 0.1
H -3.1703 3.0205 3.0776 0.1 -0.1 -0.3
H -2.7068 2.7639 1.3780 0.0 0.0 0.1
H 1.0770 2.1224 3.3012 0.1 0.0 0.0
H -1.2617 -0.8175 3.8184 0.3 0.0 0.1
H -0.4922 -3.1238 4.2992 0.3 0.1 0.0
H 3.5060 -1.9839 4.2143 -0.3 0.1 0.0
H 2.9288 0.4022 3.7962 -0.3 -0.1 -0.1

Entry 2:
65
Properties=species:S:1:pos:R:3:forces:R:3 method="wB97M-V/def2-TZVPD" homo_energy_ev=-10.60 multiplicity=1 charge=+1 orbital_gap_ev=7.05 relative_energy_kcal_mol=0.0 e_tot_ev=-79864.87664
Sc -0.3455 0.5246 -0.1847 -0.3 -0.1 0.6
N -8.1985 2.8244 -1.9511 0.0 0.0 0.0
C -6.8590 2.6013 -1.8317 0.0 0.0 0.0
C -6.0067 2.7729 -2.9333 0.0 0.0 0.0
C -4.6566 2.5281 -2.8210 0.0 0.0 0.0
C -4.1390 2.0985 -1.6023 -0.1 -0.1 0.1
C -4.9663 1.9296 -0.4947 0.0 0.0 -0.1
C -6.3141 2.1793 -0.6075 0.0 0.0 0.0
S -2.4488 1.7609 -1.4829 0.0 0.3 -0.2
O -1.7469 2.4539 -2.5251 -0.1 0.1 -0.1
O -2.2197 0.2888 -1.4569 0.2 0.0 0.0
N -1.8923 2.1003 -0.0260 0.0 0.1 0.0
C -1.0483 3.1645 0.2212 0.3 0.2 -0.1
N -1.3681 4.4395 0.0816 -0.2 -0.1 0.0
C -0.4168 5.3180 0.3854 0.0 0.0 -0.1
C 0.8460 4.9493 0.8306 0.0 0.1 0.0
C 1.0930 3.5999 0.9304 0.1 -0.1 0.1
N 0.1554 2.7031 0.6262 0.0 -0.2 -0.2
H -8.5600 3.2624 -2.7783 0.0 0.0 0.0
H -8.7791 2.8499 -1.1335 0.0 0.0 0.0
H -6.4166 3.1079 -3.8779 0.0 0.0 0.0
H -3.9965 2.6730 -3.6650 0.0 0.0 0.0
H -4.5454 1.6313 0.4574 0.0 0.0 0.0
H -6.9619 2.0627 0.2525 0.0 0.0 0.0
H -0.6779 6.3624 0.2594 0.0 0.0 0.0
H 1.6002 5.6833 1.0699 0.0 0.0 0.0
H 2.0554 3.2163 1.2481 0.0 0.0 0.0
C 3.1145 -0.4642 2.5753 0.0 0.0 0.0
C 2.3146 -0.0764 1.4966 -0.1 0.0 0.0
N 1.0140 -0.3060 1.4527 0.1 0.0 0.1
C 0.4337 -0.9420 2.4981 0.0 0.0 -0.1
C 1.1491 -1.3624 3.6202 0.0 0.0 0.1
C 2.5317 -1.1051 3.6371 0.0 0.0 0.0
C 0.4575 -2.0283 4.6887 0.0 0.0 0.0
C -0.8693 -2.2547 4.6154 0.0 0.0 0.0
C -1.6254 -1.8434 3.4653 0.0 0.0 0.1
C -3.0068 -2.0743 3.3277 0.0 0.0 0.0
C -3.6459 -1.6676 2.1871 0.0 0.0 0.0
C -2.9115 -1.0233 1.1864 0.0 0.0 -0.1
N -1.6174 -0.7815 1.2930 0.1 -0.1 0.0
C -0.9790 -1.1914 2.4150 0.0 0.0 0.0
H 4.1751 -0.2580 2.5527 0.0 0.0 0.0
H 2.7401 0.4304 0.6421 0.0 0.1 0.0
H 3.1236 -1.4208 4.4876 0.0 0.0 0.0
H 1.0252 -2.3471 5.5534 0.0 0.0 0.0
H -1.3882 -2.7583 5.4208 0.0 0.0 0.0
H -3.5477 -2.5771 4.1198 0.0 0.0 0.0
H -4.7029 -1.8385 2.0415 0.0 0.0 0.0
H -3.3821 -0.7010 0.2669 0.0 0.0 0.0
C 3.0135 0.5400 -4.0910 0.0 0.0 -0.1
Si 2.7856 0.4555 -2.2426 0.0 0.1 0.1
C 3.8220 -0.9560 -1.5753 0.1 -0.1 0.0
C 3.4246 2.0849 -1.5322 0.1 0.0 0.0
C 1.0022 0.1873 -1.8006 0.0 -0.1 -0.1
H 4.0664 0.6640 -4.3565 0.0 0.0 0.0
H 2.4615 1.3890 -4.5031 0.0 0.0 0.0
H 2.6448 -0.3644 -4.5792 0.0 0.0 0.0
H 4.8846 -0.7851 -1.7654 0.0 0.0 0.0
H 3.5457 -1.8897 -2.0717 0.0 0.0 0.0
H 3.6971 -1.1106 -0.5002 0.1 0.0 -0.1
H 4.2324 2.4690 -2.1609 0.0 0.0 0.0
H 3.8374 1.9915 -0.5233 0.0 0.0 0.0
H 2.6405 2.8458 -1.5135 0.0 0.0 0.0
H 0.7640 -0.8622 -2.0543 0.0 0.0 0.0
H 0.4172 0.7828 -2.5230 0.0 0.0 -0.1

Entry 3:
74
Properties=species:S:1:pos:R:3:forces:R:3 method="wB97M-V/def2-TZVPD" homo_energy_ev=-10.58 multiplicity=1 charge=+1 orbital_gap_ev=7.27 relative_energy_kcal_mol=18.8 e_tot_ev=-341210.73877
Hg -0.5126 0.1031 -1.6524 -0.1 -0.3 0.0
C 2.2114 -1.8368 0.1434 0.0 -0.2 0.0
C 2.5744 -0.5992 -0.5930 0.3 -0.1 0.1
N 1.7400 0.2740 -1.0939 -0.4 0.1 -0.2
C 2.3879 1.3044 -1.7472 0.4 -0.1 0.0
C 3.7408 1.1990 -1.7290 0.0 0.0 0.0
S 4.2210 -0.2055 -0.8861 -0.4 0.1 0.0
C 1.6089 2.3667 -2.3747 0.0 0.3 -0.1
C 2.0804 3.5232 -2.9117 0.0 0.0 0.0
S 0.7952 4.4581 -3.5429 -0.1 -0.3 0.1
C -0.3247 3.2434 -3.0638 0.1 0.3 -0.1
N 0.2424 2.2336 -2.4686 0.0 -0.2 0.1
C -1.7843 3.3582 -3.3345 0.0 0.1 0.0
H 1.1580 -1.8320 0.4089 0.0 0.0 0.1
H 2.8477 -1.9720 1.0187 0.0 0.1 0.1
H 2.3759 -2.6970 -0.5074 0.0 0.1 0.2
H 4.4723 1.8549 -2.1695 0.0 0.0 0.0
H 3.0963 3.8743 -2.9728 0.0 0.0 0.0
H -1.9649 3.5340 -4.3950 0.0 -0.1 0.0
H -2.2115 4.2025 -2.7928 0.0 0.0 0.0
H -2.2851 2.4420 -3.0249 0.0 0.0 0.0
C -2.8412 2.8840 0.0291 0.0 -0.1 0.0
O -1.9503 1.8623 0.4562 0.2 0.1 0.3
C -1.3633 2.0611 1.6838 0.0 0.1 -0.1
C -1.4754 3.2421 2.3964 0.0 0.0 0.0
C -0.8753 3.3456 3.6443 0.0 0.1 0.1
Br -1.0401 4.9729 4.5983 0.0 -0.1 -0.1
C -0.1705 2.2974 4.1856 0.0 0.1 0.0
C -0.0443 1.1077 3.4650 -0.1 0.2 -0.1
C -0.6383 0.9904 2.2143 0.0 0.0 0.0
O -0.5863 -0.1612 1.4646 0.0 0.0 0.0
C 0.6659 0.0024 4.1172 0.1 -0.1 0.2
N 0.5294 -0.2824 5.3771 -0.2 0.2 0.0
C 1.3762 -1.3471 5.6180 0.3 -0.1 -0.3
C 1.6388 -2.0268 6.8053 0.0 0.0 -0.1
C 2.5725 -3.0416 6.7665 -0.1 0.0 0.1
C 3.2153 -3.4020 5.5748 0.1 0.0 -0.1
C 2.9626 -2.7449 4.3860 0.0 0.0 -0.1
C 2.0447 -1.7034 4.4332 -0.1 -0.1 0.4
N 1.5506 -0.8390 3.4710 -0.1 0.0 -0.2
H -3.6144 3.0636 0.7783 0.0 0.0 0.0
H -3.3135 2.5159 -0.8787 0.0 0.0 0.0
H -2.3009 3.8092 -0.1825 0.0 0.0 0.0
H -2.0255 4.0851 2.0092 0.0 0.0 0.0
H 0.2873 2.3770 5.1600 0.0 -0.1 0.0
H -0.2236 -0.8686 2.0177 0.0 0.0 0.0
H 1.1210 -1.7502 7.7130 0.0 0.0 0.0
H 2.8214 -3.5708 7.6762 0.0 0.0 0.0
H 3.9247 -4.2181 5.5835 0.0 0.0 0.0
H 3.4565 -3.0322 3.4664 0.0 0.0 0.0
H 1.9702 -0.6698 2.5737 0.0 0.1 0.0
C -3.0943 -1.9453 0.3711 0.2 -0.1 0.1
Se -3.0548 -0.4716 -0.8820 0.2 -0.1 -0.6
C -3.5736 -1.5543 -2.4483 0.1 0.0 0.2
C -3.2881 -0.8718 -3.7708 0.3 0.1 -0.1
Se -1.3467 -0.8943 -4.1328 -0.3 0.1 0.0
C -1.2794 0.4942 -5.4996 0.1 -0.1 0.1
H -2.3469 -2.6811 0.0872 0.0 0.0 0.0
H -4.0945 -2.3694 0.3321 0.0 0.0 0.0
H -2.8940 -1.5439 1.3589 0.0 0.0 0.0
H -4.6429 -1.7324 -2.3388 0.0 0.0 0.0
H -3.0452 -2.5061 -2.3740 0.0 0.0 0.0
H -3.6709 0.1493 -3.8043 0.0 0.0 0.0
H -3.7479 -1.4445 -4.5753 0.0 0.0 0.0
H -2.0798 1.2121 -5.3434 0.1 0.0 0.0
H -1.3729 0.0231 -6.4741 0.0 0.0 0.0
H -0.3034 0.9682 -5.4254 0.0 0.1 0.0
F 0.4325 -2.2785 -1.9800 0.3 -0.1 -0.5
As 1.4172 -3.2991 -3.1914 -0.6 1.1 0.5
F 1.4268 -4.4767 -1.9333 0.1 -0.1 -0.2
F 2.8674 -2.5850 -2.5393 0.0 -0.3 -0.1
F 2.2656 -4.2597 -4.2946 0.2 -0.1 -0.1
F 1.3982 -1.8999 -4.2687 -0.2 -0.4 0.2
F -0.1164 -3.8206 -3.7873 0.2 0.0 0.0